Molecular formula: C35H51AlF2N4O2PSi
Method: DFT, the ωB97M-V functional and the def2-TZVPD basis

Computed properties:
spin multiplicity: 1
Kohn-Sham gap: 0.2156 Ha
charge: -1
HOMO: -3.8203 eV

Geometry as XYZ:
```
97
C35H51AlF2N4O2PSi | the OMol25 dataset | the ωB97M-V functional and the def2-TZVPD basis
H -0.2422 -3.3283 2.1875
F 0.3576 0.3275 2.4264
C -0.6101 -0.9026 -0.8213
C -8.6086 -0.9584 -2.4499
C -8.0762 -0.1704 -1.4400
H -8.8165 -2.0045 -2.2723
C -8.8578 -0.3739 -3.6807
C 1.2365 2.4672 -0.3686
H -0.7233 -0.7246 -4.2477
C -8.0323 1.6689 -2.7767
H -2.3039 -4.2880 0.2788
H 4.0029 1.8337 -2.9490
C -0.1154 -3.4532 8.1078
O 0.3086 2.3643 -3.8860
N -7.7888 1.1205 -1.5891
H -6.6393 -0.1786 1.8724
H 4.3162 -1.9748 -0.5104
C -3.0556 -1.4103 0.9571
C -0.2434 -2.2546 1.9766
H -1.2873 -0.8651 -1.6789
C -3.7205 -1.8900 2.0926
H 3.1760 1.8360 -0.9557
H -0.4553 1.6738 -2.0748
C 5.8429 0.5608 -0.2496
H -1.6598 0.7460 -3.8967
H 5.1966 1.3410 -0.6451
C -0.1439 2.6190 -2.5213
H -1.0089 3.2719 -2.6236
H -1.0846 0.4232 -5.5365
N 3.2434 2.3150 2.3018
F 1.9691 -0.5614 3.6538
C 4.6520 4.5734 -4.8087
O 1.5306 0.5420 -4.3465
H -8.7396 1.4682 -4.7934
H -5.4876 -1.8485 3.3032
H -0.6819 -1.7780 2.8498
H -9.2706 -0.9556 -4.4949
H 6.9843 -2.3233 0.8389
H -5.4955 0.6975 -0.1507
H -3.2248 -2.6110 2.7332
H -0.6808 -4.2719 -0.4548
N 5.0782 3.4562 -2.2955
C 0.8228 -2.4421 7.9601
Si -1.3431 -2.0315 0.4734
H 6.1087 5.1633 -1.8214
C 6.2245 -2.7091 0.1549
Al 2.9571 0.7438 1.2966
C 4.1487 3.3210 -4.4986
H 1.9696 0.5751 -1.1783
C 5.5553 4.6575 -2.6058
H 6.5755 -2.4979 -0.8544
C 2.2958 1.3728 -0.5013
C 0.9429 3.2520 -1.6610
H 1.5466 -1.9131 0.7602
H 1.4893 -2.1841 8.7735
H 0.6437 4.2718 -1.4063
C -0.8394 0.3317 -4.4788
H 0.3379 -1.3017 -1.1828
C 5.3723 5.2592 -3.8425
H 0.0566 -1.6357 4.7836
H -7.7857 2.7207 -2.8722
C -3.7226 -0.4647 0.1717
P 5.0646 -0.3364 1.1874
H 1.8556 -2.4738 2.3846
H 6.7878 1.0250 0.0277
H 0.2981 2.0500 0.0121
C -0.9410 -3.7468 7.0340
C 4.3898 2.8070 -3.2317
N -0.8874 -3.1114 5.8651
H 4.2889 -2.6392 1.1138
C 0.0170 -2.1404 5.7386
H 6.0423 -0.1341 -1.0680
H 3.5739 2.7502 -5.2150
H 1.5813 3.1860 0.3780
C -8.5641 0.9696 -3.8500
H 3.8218 2.0627 3.1002
C -5.0052 -0.0242 0.4896
H 1.6081 -0.9806 6.5788
C -4.9991 -1.4561 2.4211
C 0.8919 -1.7719 6.7512
C -1.6089 -3.7148 -0.3383
H 2.3485 2.5731 2.7139
H -3.2438 -0.0561 -0.7099
C 1.2254 -1.8031 1.7977
H -1.6846 -4.5337 7.1119
H -2.0861 -3.5717 -1.3090
H 6.1749 -3.7880 0.3062
H -0.2059 -4.0052 9.0340
H 5.7811 6.2418 -4.0384
C 1.5641 -0.3973 2.3006
C 4.8744 -2.0235 0.4296
H -7.8606 -0.5931 -0.4651
H 4.4831 5.0103 -5.7852
H -0.4486 0.1075 -0.4517
H 1.8551 3.3232 -2.2523
C 0.4568 1.0513 -4.2107
C -5.6461 -0.5244 1.6168
```

Molecular formula: C35H51KO19PbPdS5
Method: DFT, the ωB97M-V functional and the def2-TZVPD basis

Computed properties:
spin multiplicity: 3
relative energy (zero: lowest compared OMol25 entry of this formula, charge and spin): 0.00 kJ/mol
<S²>: 2.0059
Kohn-Sham gap (spin up / spin down): 0.1671 / 0.1663 Ha
HOMO (spin up / spin down): -6.8954 / -6.8731 eV

Geometry as XYZ:
```
113
C35H51KO19PbPdS5 | the OMol25 dataset | the ωB97M-V functional and the def2-TZVPD basis
O 2.7352 -5.2387 2.0758
C 1.3271 -2.4937 4.2784
O -0.8338 0.6230 -2.0301
S -2.0570 1.2757 5.8296
H 2.4459 -5.5915 4.8364
O 6.2330 0.2802 1.7664
C -0.5958 -0.4990 -1.6037
H -0.2986 -1.4662 -7.2392
C -0.2360 -1.6567 -2.3980
H 4.7506 -0.2868 -3.1155
O 0.0144 3.7381 -1.7911
C -2.5218 2.6034 3.6159
O -0.5148 3.1739 0.6493
H 1.3765 -2.2807 2.0389
C 0.3427 4.6686 -0.9596
H -2.0463 3.1193 2.7785
H -0.2698 -1.5884 -3.4751
H 2.9206 1.1303 -2.1133
H -5.0693 -1.5313 1.6542
H 4.1718 2.3349 -2.6144
H -4.0125 -0.0441 5.0288
O 0.6296 7.3431 2.2663
O -2.8646 2.0667 6.7287
H -4.3152 1.4424 3.1908
C -6.1686 0.8357 0.3482
C -0.0424 4.3540 0.4897
H -0.5816 1.9004 4.0353
S 2.8605 -4.0718 2.9256
C 0.5631 6.5458 1.3047
C 1.5827 1.0956 -4.4177
C 3.0052 1.9467 1.1415
O 0.0081 -3.8797 -2.5924
C 0.0329 5.2801 1.5055
C 4.4907 2.2527 1.0570
O -5.2361 0.2574 -2.1690
C -0.7613 -0.5949 -0.0972
O 2.2525 -1.4958 -3.8407
H 1.2215 1.2439 -5.4352
C -0.2271 -2.5314 -6.9845
H 0.4472 -4.4004 4.9997
C -0.5855 -3.0853 -0.3471
H -0.1287 -4.2029 -8.3088
H -1.3956 -3.0377 -8.7892
C 2.7851 0.4013 1.2361
H 2.1052 -1.7547 4.4703
C -0.3909 -3.1448 -8.3771
H 1.4986 -3.4767 6.1475
H -7.4149 -0.7039 -0.1672
Pb 1.9123 -4.1182 -4.2425
H 2.8419 -0.2602 0.3669
H -0.9604 -2.0135 1.4892
O 1.5405 7.9355 -0.3783
K 1.2113 -6.4057 0.0012
C 2.3991 2.1984 -3.8144
O 3.2015 -0.3738 -5.9365
C 1.3047 -3.0138 2.8403
C -1.3658 2.3863 4.6141
H 3.0796 0.0517 3.3441
H -1.1171 3.2859 5.1727
H 1.0546 6.3330 -2.2257
O 4.0501 -3.2712 2.8577
H 1.7791 2.9090 -3.2644
C -0.2124 -2.8722 -1.8032
C -6.7754 -0.5211 0.6993
H -2.7708 0.7856 2.4356
C -4.6402 -1.5008 -0.2783
H 0.6876 0.7482 -3.8979
H -7.2435 -0.4787 1.6821
C 3.6301 -0.0729 2.4133
H 0.4497 -1.9281 4.6027
O -0.9576 0.4633 0.5291
S 2.7465 -0.3217 -4.5664
H 2.5887 2.3635 2.0604
H 4.8598 1.9865 0.0652
H 4.9221 3.2295 1.2638
H -2.4732 -0.4005 4.3142
C -1.4210 -2.8071 -6.0961
H -2.3033 -2.8880 -6.7348
C -0.7543 -1.9346 0.4302
O 0.9985 -2.9137 -6.3832
O -3.5224 0.8758 -0.4705
C -3.1197 0.4256 4.6233
S -4.7953 0.2136 -0.7824
S 5.1342 1.0060 2.3411
H -6.1521 -2.5642 0.7596
H -1.6098 -2.1353 -5.2580
C 1.3323 -3.7801 5.1124
H -3.6214 -1.5859 0.0910
C 3.4617 1.5799 -2.9499
Pd -1.3814 2.2727 -0.9299
H -4.8965 -2.0485 -1.1834
H 1.7043 0.2729 1.3553
C -3.2458 1.2641 3.2896
O 5.2464 1.7075 3.6234
H -1.4099 -3.7846 -5.6023
C -5.7336 -1.5572 0.7859
H 2.7145 2.8160 -4.6588
H 0.2517 -2.6766 -9.1233
H -6.7031 1.6444 -0.1402
C 4.1598 0.4430 -3.6676
O -0.7387 -4.2320 0.1616
H -0.3460 5.0711 2.4971
C 1.0102 6.8355 -0.1224
H -5.5984 1.2007 1.2045
C 2.6329 -4.5210 4.7567
H 0.4077 -3.6179 2.7079
O -1.0500 0.3963 6.4367
H 3.5753 -4.2635 5.2331
H 4.8149 0.6722 -4.5089
H -3.2537 3.3691 3.8786
H 2.4139 2.3957 0.3427
C 0.8185 5.9605 -1.2417
H 4.0042 -1.0924 2.3457
```

Molecular formula: C35H51N2NaO5
Method: DFT, the ωB97M-V functional and the def2-TZVPD basis

Computed properties:
spin multiplicity: 1
relative energy (zero: lowest compared OMol25 entry of this formula, charge and spin): 712.69 kJ/mol
Kohn-Sham gap: 0.1967 Ha
charge: -2
HOMO: -1.5188 eV

Geometry as XYZ:
```
94
C35H51N2NaO5 | the OMol25 dataset | the ωB97M-V functional and the def2-TZVPD basis
N 1.9118 0.7960 -4.6942
H -1.0665 -2.9863 5.0992
C 4.5815 2.7674 0.7287
C -0.8824 -3.2989 4.0215
H 1.6666 2.4821 -3.7302
C 0.8992 1.4744 3.9548
H 4.4832 -0.1563 -2.9262
H -2.5347 -1.9381 1.0843
C -1.3293 -0.5665 -4.6999
H -1.7608 2.0041 -4.9588
H -4.6832 0.2751 -1.2063
H -6.0627 0.5539 0.8982
C -1.0149 1.2642 -3.0589
C -0.5753 0.1375 5.5410
H -2.9312 -0.2470 -1.1997
H -1.5991 -0.4736 5.3657
H -0.7712 2.8225 5.4692
H 2.8890 0.8205 2.5805
C -0.2161 -3.0916 1.5585
C -1.2466 -2.9695 -4.1223
C -0.2878 -2.3334 2.9552
C 4.6447 1.2579 1.0877
H -3.2037 2.4391 -0.0961
C -2.1451 -1.0602 1.6566
H 1.6279 0.6056 4.1005
C 2.4816 2.2452 0.8301
C -0.9212 -2.5965 -2.7602
O -0.7157 1.7492 -1.9205
H 1.8629 -1.4448 -2.8947
H -5.2967 0.4305 2.3889
H -4.2583 -1.3589 -0.6931
H -1.6281 3.2641 -3.6122
H -1.0454 -3.8281 1.2966
H -1.1779 3.1442 3.8016
C -4.1633 1.9498 0.3470
O 5.6102 3.3950 0.8269
H -4.3965 2.4458 1.3561
H 4.2026 -1.7785 -4.9216
H -4.9401 1.9921 -0.5051
H -1.4850 0.1284 -5.4278
H 3.8122 -0.2983 -1.2355
C 2.6490 0.9996 -2.3792
H 0.9673 1.9657 2.8559
C 2.5298 1.6958 -3.6855
C 3.1807 1.0074 1.3624
C -2.7821 0.1590 1.5132
C -1.1734 2.3569 4.6047
H 3.4949 2.2195 -4.1163
H 3.1778 -2.4847 -2.6469
C -3.9973 0.4315 0.6455
C -1.1819 -0.1123 -3.3191
C -5.2169 0.0218 1.3539
H -0.5994 -3.1874 -1.9667
H -1.3427 -3.9438 -4.3829
H 1.1146 -1.5154 4.4928
C -1.1362 -1.0516 2.6352
C -1.2629 2.3238 -4.0747
C 2.9011 -1.5295 -3.0929
H 2.5305 -2.1994 -5.1346
O 1.2402 2.2237 0.7576
O 3.7242 0.3255 -6.0671
H 1.2567 2.2288 4.7267
H 1.8600 0.8293 -2.0911
H 2.8582 0.1049 0.8409
H -5.4059 -1.0540 1.4874
C -1.4246 -1.9384 -5.0801
H 1.8831 -2.8790 3.4033
H -2.5549 2.0451 2.6668
C -0.8681 -1.2352 -2.3929
H -0.1832 -4.2677 4.0725
H 3.0807 1.6443 -1.7718
C -1.1838 0.3036 3.0994
C 3.5127 -0.3231 -2.4456
H 5.1078 0.6322 0.3047
H -2.3101 2.0470 4.7730
H -1.6552 -2.3019 -6.0853
N 3.3246 3.2390 0.4852
H -0.1544 -2.3177 0.7035
C -0.4813 1.0166 4.2436
C -3.9091 -0.2184 -0.7128
H 0.1755 -0.7389 5.6474
H -0.4219 2.4728 -4.5202
H 1.4908 -1.0683 2.6381
C -2.1575 1.0384 2.3676
H 1.2075 0.2351 -4.2079
H 5.3657 1.2444 2.0243
O -0.4835 -0.8862 -1.1963
H 0.6453 -3.8486 1.4130
C 2.9248 -0.0725 -5.2088
C 1.1555 -1.9553 3.3096
Na -0.4067 0.5762 0.3595
C 3.1300 -1.4545 -4.6515
H -1.8446 -3.6180 3.6066
H -0.6859 0.7957 6.5506
```

| no. | strongest force on any atom (Eh/bohr) |
| --- | --- |
| 1 | 0.013 |
| 2 | 0.085 |
| 3 | 0.312 |